DFT (ωB97M-V/def2-TZVPD) results for a molecular structure, C27H50Br15FI2N5O at a distorted geometry.

Output
Gap between HOMO and LUMO ... 7.2 eV
Charge ... +1
HOMO energy ... -11.26 eV
LUMO level ... -0.14823 hartree
Electronic energy ... -40712.97059 Ha

```
101
C27H50Br15FI2N5O, DFT ωB97M-V/def2-TZVPD
C -0.71089 0.87316 -4.41760
O -1.68962 1.87800 -4.42866
C -2.99346 1.33700 -4.56712
C -4.00183 2.45525 -4.84182
C -3.59289 3.80983 -4.25821
C -3.44721 3.78804 -2.72301
C -2.07108 4.26707 -2.23868
C -2.10523 4.77399 -0.79222
C -1.95697 3.61240 0.20127
C -0.48891 3.24165 0.38410
C -0.31358 1.99595 1.24515
C -0.30333 0.72803 0.37236
N -0.69806 -0.44080 1.15936
C 0.17737 -1.40501 1.50726
N 1.48013 -1.30732 1.43715
C 2.42926 -2.37221 1.72257
C 3.25737 -2.77127 0.48836
N 3.61850 -1.62137 -0.34679
N -0.47663 -2.58113 1.89827
I -0.01711 -2.98827 3.92367
C -1.93203 -2.18732 1.89145
C -2.92680 -3.33270 2.15134
C -4.07523 -3.67775 1.21502
C -4.95942 -2.51024 0.78320
I -3.53592 -4.98405 -0.41237
C -1.93952 -1.17020 0.76218
F -2.95887 -0.26313 0.94295
C -1.93666 -1.53080 -0.72179
C -0.59595 -1.96054 -1.34745
C -0.27201 -3.45292 -1.30856
N -0.92025 -4.12576 -2.43242
H -0.92932 0.13732 -3.63487
H 0.25104 1.33922 -4.22978
H -0.65652 0.35245 -5.37759
H -2.98785 0.62711 -5.39665
H -3.25658 0.81888 -3.63826
H -4.16829 2.54449 -5.91222
H -4.93825 2.16694 -4.36362
H -4.36571 4.51803 -4.55046
H -2.65954 4.12778 -4.71332
H -4.21637 4.42273 -2.28630
H -3.61299 2.76722 -2.38044
H -1.65419 4.99847 -2.92564
H -1.41542 3.39551 -2.25436
H -1.27566 5.46406 -0.62950
H -3.02068 5.33181 -0.60564
H -2.35627 3.93736 1.16051
H -2.52516 2.75951 -0.17566
H 0.01817 3.14610 -0.57690
H -0.01348 4.08078 0.89367
H -1.16412 1.90649 1.91926
H 0.59716 2.02261 1.83509
H -1.00549 0.90629 -0.43664
H 0.68017 0.62072 -0.08135
H 1.88653 -0.43263 1.13727
H 3.09723 -2.05451 2.52099
H 1.92121 -3.26233 2.06244
H 2.65704 -3.51035 -0.04151
H 4.13739 -3.29333 0.86973
H 3.19967 -1.73844 -1.25939
H 4.62146 -1.62251 -0.48173
H -2.04928 -1.53740 2.76097
H -2.33713 -4.23451 2.31501
H -3.39439 -3.12648 3.11335
H -4.71283 -4.34112 1.78858
H -4.84686 -1.71421 1.51645
H -4.80360 -2.16110 -0.23114
H -5.99991 -2.82229 0.84425
H -2.68738 -2.27250 -0.98140
H -2.23653 -0.61854 -1.23490
H -0.65830 -1.69855 -2.40216
H 0.24794 -1.39790 -0.95606
H 0.81783 -3.54600 -1.39688
H -0.54345 -3.91645 -0.36542
H -0.34684 -4.05954 -3.26170
H -1.04595 -5.11078 -2.24467
C 3.93891 1.50062 -2.55921
Br 3.04316 1.71766 -0.86910
Br 5.80044 1.10450 -2.30335
Br 3.06958 0.16546 -3.64181
H 3.87043 2.44267 -3.08329
C -6.05545 0.16619 4.68867
Br -7.57566 -0.86522 4.12383
Br -5.27959 -0.53493 6.30247
Br -4.74482 0.29710 3.28227
H -6.40125 1.16667 4.90248
C 5.99284 -4.80447 3.31189
Br 4.11697 -5.24607 3.31342
Br 6.54061 -4.04607 1.63048
Br 6.45157 -3.65676 4.78882
H 6.54051 -5.72659 3.43819
C 5.72940 0.75865 1.81863
Br 4.21609 1.70281 2.55744
Br 7.22573 1.92398 1.55052
Br 6.19482 -0.76910 2.89711
H 5.42473 0.38831 0.84824
C 9.82985 4.14449 3.97997
Br 10.96064 5.08051 5.21808
Br 10.76326 3.69013 2.35825
Br 9.02856 2.58860 4.77872
H 9.02702 4.81288 3.70692
```